# 1
Formula: C65H81F3N3O3P2S5SbSiSr
Source: the Open Molecules 2025 dataset
Level of theory: ωB97M-V/def2-TZVPD

Element x y z (Å)
Sr (0.51031, -0.53307, 0.07057)
F (-5.61599, 1.40368, 6.82150)
C (-4.65660, 1.70318, 5.90682)
C (-4.18804, 3.00144, 5.84436)
C (-3.20620, 3.30121, 4.91148)
C (-2.70078, 2.32683, 4.05198)
C (-3.20181, 1.03280, 4.15257)
C (-4.18488, 0.70679, 5.08277)
Sb (-1.16118, 2.75645, 2.58823)
C (-0.03790, 3.93935, 3.99920)
C (1.01890, 3.27796, 4.62371)
C (1.77759, 3.89088, 5.61156)
C (1.46191, 5.18725, 5.95876)
F (2.18788, 5.80730, 6.92430)
C (0.43647, 5.88813, 5.35775)
C (-0.31091, 5.25202, 4.37324)
C (-2.28400, 4.39344, 1.74466)
C (-3.64336, 4.22598, 1.48625)
C (-4.38210, 5.19893, 0.82505)
C (-3.73799, 6.35140, 0.42616)
F (-4.45107, 7.31273, -0.21640)
C (-2.39562, 6.56300, 0.65629)
C (-1.67725, 5.57103, 1.31399)
H (-4.58392, 3.75016, 6.51833)
H (-2.82929, 4.31630, 4.86108)
H (-2.80442, 0.25028, 3.51616)
H (-4.56786, -0.30139, 5.17362)
H (1.28265, 2.27161, 4.31984)
H (2.60771, 3.38000, 6.08214)
H (0.23381, 6.90853, 5.65698)
H (-1.12231, 5.79889, 3.90655)
H (-4.14388, 3.31381, 1.79150)
H (-5.43570, 5.06914, 0.61484)
H (-1.92674, 7.47854, 0.31987)
H (-0.61791, 5.72956, 1.48487)
C (-3.90190, 1.20204, -3.27372)
C (-4.21281, 0.81641, -1.84359)
N (-3.18130, 1.32751, -0.94591)
C (-2.18976, 2.20180, -1.35040)
N (-1.12480, 2.27838, -0.62351)
C (-0.12610, 3.28081, -0.96278)
C (-0.11603, 3.61599, -2.44231)
C (-1.52561, 4.01507, -2.84071)
N (-2.46815, 2.98029, -2.44612)
C (-3.60340, 2.68996, -3.30198)
H (-4.74280, 0.96396, -3.92798)
H (-3.02581, 0.64334, -3.61450)
H (-4.24867, -0.26912, -1.74301)
H (-5.18784, 1.22863, -1.55490)
H (-2.79262, 0.61923, -0.34101)
H (0.85530, 2.91789, -0.65970)
H (-0.31118, 4.19761, -0.38732)
H (0.20636, 2.73839, -3.00737)
H (0.58073, 4.43012, -2.65346)
H (-1.60960, 4.15596, -3.92050)
H (-1.79102, 4.96879, -2.36324)
H (-3.35752, 3.02577, -4.31150)
H (-4.49364, 3.25063, -2.97941)
S (5.62238, 2.02414, 3.43201)
P (4.15065, 0.72225, 3.25786)
S (2.68630, 1.06439, 1.95298)
C (4.82112, -0.96575, 2.94282)
C (3.96115, -1.99854, 2.57439)
C (4.44266, -3.28604, 2.39645)
C (5.79321, -3.55539, 2.58273)
C (6.65524, -2.53061, 2.94498)
C (6.17076, -1.24031, 3.12543)
C (3.37255, 0.41580, 4.90131)
C (2.09595, -0.13718, 4.97328)
C (1.51677, -0.41142, 6.20378)
C (2.20792, -0.13030, 7.37496)
C (3.47978, 0.42443, 7.30975)
C (4.06092, 0.69496, 6.07755)
H (2.90890, -1.78126, 2.42291)
H (3.76417, -4.07933, 2.10651)
H (6.17137, -4.56036, 2.43713)
H (7.71148, -2.73219, 3.08088)
H (6.83168, -0.42658, 3.39910)
H (1.54592, -0.32612, 4.05645)
H (0.51971, -0.83566, 6.24315)
H (1.75214, -0.33532, 8.33648)
H (4.01859, 0.65616, 8.22119)
H (5.04462, 1.14412, 6.01012)
C (-0.76828, -3.59393, 2.57725)
C (-0.49931, -2.31400, 3.36447)
C (-1.47681, -2.23806, 4.54635)
C (-0.53547, -1.08197, 2.45892)
H (-0.77694, -4.48386, 3.21744)
H (-0.00926, -3.73684, 1.80536)
H (-1.73721, -3.52934, 2.07037)
H (0.51182, -2.40155, 3.78927)
H (-2.50564, -2.20385, 4.16918)
H (-1.31370, -1.32867, 5.13137)
H (-1.39585, -3.10234, 5.21812)
H (-0.21677, -0.20417, 3.04617)
H (-1.59379, -0.89075, 2.18510)
S (2.92315, 0.24228, -5.01282)
P (3.51814, 0.69503, -3.19109)
S (2.19287, 0.97701, -1.71446)
C (4.72933, -0.53363, -2.56443)
C (4.99832, -0.61096, -1.19794)
C (5.94768, -1.50462, -0.72300)
C (6.62996, -2.32926, -1.60791)
C (6.36082, -2.25919, -2.96826)
C (5.41391, -1.36252, -3.44621)
C (4.54571, 2.22036, -3.20444)
C (4.80228, 2.90848, -2.02010)
C (5.62533, 4.02489, -2.02583)
C (6.19366, 4.46683, -3.21356)
C (5.93707, 3.78694, -4.39566)
C (5.11729, 2.66614, -4.39056)
H (4.44934, 0.01394, -0.50036)
H (6.14309, -1.55933, 0.34225)
H (7.36537, -3.03208, -1.23366)
H (6.88322, -2.90959, -3.66032)
H (5.18064, -1.30682, -4.50260)
H (4.34959, 2.57253, -1.09420)
H (5.81903, 4.54849, -1.09784)
H (6.83348, 5.34168, -3.21689)
H (6.37273, 4.13095, -5.32663)
H (4.89748, 2.13203, -5.30695)
C (-0.81782, -5.18466, -0.81196)
C (-2.07997, -5.28826, -1.65928)
C (-3.31545, -4.94843, -0.82957)
C (-2.21202, -6.69076, -2.24596)
O (-1.94337, -4.41162, -2.77456)
Si (-2.28647, -2.80005, -2.97049)
S (-1.86176, -1.59446, -1.36709)
O (-3.90820, -2.63229, -3.27071)
C (-4.70302, -3.00232, -4.38949)
C (-4.48137, -2.02023, -5.53821)
C (-6.14733, -2.91913, -3.90540)
C (-4.38424, -4.42623, -4.84301)
O (-1.56802, -2.44098, -4.40597)
C (-0.24605, -2.68958, -4.89849)
C (0.79222, -2.45254, -3.80663)
C (-0.17194, -4.12452, -5.41506)
C (-0.04557, -1.70636, -6.04376)
H (-0.86088, -5.85950, 0.04632)
H (-0.71391, -4.16374, -0.44685)
H (0.05615, -5.43661, -1.41757)
H (-3.42351, -5.66330, -0.01000)
H (-4.21178, -4.98861, -1.45275)
H (-3.23000, -3.94461, -0.41167)
H (-2.23910, -7.44051, -1.45164)
H (-1.36242, -6.90003, -2.89869)
H (-3.12672, -6.76960, -2.83665)
H (-4.74627, -1.01023, -5.21922)
H (-5.10367, -2.29138, -6.39555)
H (-3.43455, -2.01907, -5.83536)
H (-6.36914, -1.90121, -3.58005)
H (-6.29239, -3.58796, -3.05520)
H (-6.84377, -3.19736, -4.70040)
H (-3.33574, -4.51064, -5.13108)
H (-5.00875, -4.70081, -5.69706)
H (-4.56956, -5.13184, -4.03095)
H (0.68480, -3.19648, -3.01210)
H (0.66670, -1.45370, -3.38625)
H (1.80089, -2.51178, -4.21981)
H (-0.39686, -4.82609, -4.61264)
H (0.82737, -4.33177, -5.80574)
H (-0.89697, -4.26945, -6.22060)
H (-0.05895, -0.68362, -5.66899)
H (-0.84638, -1.83238, -6.77700)
H (0.91617, -1.87299, -6.53264)

Results
Energy above the lowest of the compared OMol25 structures with the same formula, charge and spin, kcal/mol: 3.9
Max |F|, eV Å⁻¹: 0.66
Total charge: -2
2S+1: 1
Electronic energy, eV: -175503.870

Here are the Mulliken charges for atoms 1 to 6, given in e: number 1, Sr, carries 3.0722; number 2, F, carries -0.3712; number 3, C, carries 0.4144; number 4, C, carries -0.8164; number 5, C, carries -0.0481; number 6, C, carries -0.2410

***

# 2
Formula: C8H11NO2
Source: the Open Molecules 2025 dataset
Level of theory: ωB97M-V/def2-TZVPD

Element x y z (Å)
C (-0.03207, -1.72097, 1.04979)
C (-0.27893, -1.90689, -0.30400)
C (-0.11968, -0.37792, 1.43770)
C (-0.00869, -0.96968, -1.22541)
C (-3.16243, 0.22374, -0.06604)
C (0.30000, 0.73641, 0.80116)
C (-0.03888, 2.18578, 0.79027)
C (2.28291, -0.17281, -0.82604)
N (0.81965, 0.16354, -1.02106)
O (-3.16033, 0.58718, -1.14843)
O (-3.09699, -0.05263, 1.02557)
H (-0.28488, -2.48948, 1.72843)
H (-0.76209, -2.80433, -0.79459)
H (-0.47926, -0.13631, 2.35042)
H (-0.25907, -1.05518, -2.26442)
H (-0.85562, 2.42666, 1.47986)
H (-0.31457, 2.39655, -0.21156)
H (0.83242, 2.80285, 1.02867)
H (2.39764, -1.19682, -0.16842)
H (2.67777, -0.24526, -1.82733)
H (2.78058, 0.65547, -0.24147)
H (0.76253, 0.95010, -1.59311)

Results
Energy above the lowest of the compared OMol25 structures with the same formula, charge and spin, kcal/mol: 108.7
Max |F|, eV Å⁻¹: 6.23
2S+1: 1
Electronic energy, eV: -14055.368

Here are the Mulliken charges for atoms 1 to 6, given in e: number 1, C, carries -1.4279; number 2, C, carries 0.1356; number 3, C, carries -0.0093; number 4, C, carries -0.6966; number 5, C, carries 0.7273; number 6, C, carries 0.3960

***

# 3
Formula: C9H20NO3
Source: the Open Molecules 2025 dataset
Level of theory: ωB97M-V/def2-TZVPD

Element x y z (Å)
C (-0.63667, 0.45266, 0.85667)
C (0.25322, -1.30286, 0.37095)
C (2.31981, -2.16997, -0.46055)
C (0.25898, -3.47738, -1.03094)
C (-2.58440, 1.82309, 0.13637)
C (-0.67489, 2.91160, 1.41500)
C (-0.38519, 2.17750, -1.00137)
C (0.91362, -2.10427, -0.77326)
C (-1.02703, 1.78647, 0.35215)
N (0.87850, 0.01242, 0.79963)
O (-0.91045, -0.59580, -0.02506)
O (0.14721, -1.98859, 1.52452)
O (1.00593, 1.85246, -1.08361)
H (-0.95705, 0.22388, 1.82742)
H (2.84231, -2.19310, -1.46646)
H (2.59937, -3.13941, 0.09252)
H (2.75559, -1.31566, 0.12315)
H (0.68319, -4.06439, -0.12170)
H (0.68211, -3.72729, -1.98222)
H (-0.81697, -3.51227, -1.09170)
H (-2.97522, 2.62613, -0.31673)
H (-2.81845, 1.02042, -0.53637)
H (-3.04459, 1.72045, 1.19409)
H (-0.10852, 2.40715, 2.32532)
H (-1.64877, 3.38714, 1.70119)
H (-0.03585, 3.69283, 0.92402)
H (-0.58514, 3.24926, -1.14068)
H (-0.79080, 1.64875, -1.83928)
H (0.75547, -1.54230, -1.69159)
H (1.19434, 0.55413, -0.17550)
H (1.50913, 0.13810, 1.53649)
H (-0.26801, -2.77073, 1.43148)
H (1.46919, 2.21958, -1.87396)

Results
Energy above the lowest of the compared OMol25 structures with the same formula, charge and spin, kcal/mol: 0.0
Max |F|, eV Å⁻¹: 5.34
Total charge: +1
2S+1: 1
Electronic energy, eV: -17281.525

Here are the Mulliken charges for atoms 1 to 6, given in e: number 1, C, carries -1.5089; number 2, C, carries 0.7403; number 3, C, carries -1.2725; number 4, C, carries -1.4536; number 5, C, carries -2.0091; number 6, C, carries -1.2585

***

# 4
Formula: C22H28I2NOS9Sb2Sc
Source: the Open Molecules 2025 dataset
Level of theory: ωB97M-V/def2-TZVPD

Element x y z (Å)
Sc (1.83992, -2.41477, -0.08631)
S (3.84427, -1.85516, -1.51534)
Sb (2.49272, -1.80733, -3.52533)
S (0.15295, -3.59962, -1.43854)
S (0.38341, -1.60220, -2.07278)
S (2.60457, 0.39645, -4.19176)
I (0.04318, -2.76372, 4.84967)
C (0.44802, -1.02946, 3.77235)
C (0.28020, 0.23175, 4.36891)
C (0.59127, 1.38077, 3.69525)
I (0.29791, 3.21357, 4.66347)
C (1.11134, 1.32803, 2.37516)
C (1.52485, 2.42934, 1.59198)
C (2.03066, 2.22627, 0.34107)
C (2.12463, 0.91640, -0.16751)
N (1.75164, -0.12067, 0.54353)
C (1.25709, 0.05642, 1.78863)
C (0.91836, -1.16871, 2.47197)
O (1.08333, -2.29428, 1.85944)
H (-0.10015, 0.28243, 5.38014)
H (1.43998, 3.42876, 1.99978)
H (2.36068, 3.05332, -0.27313)
H (2.51510, 0.71449, -1.16320)
C (-3.86034, 2.57556, 0.53836)
C (-2.97533, 2.82826, -0.68085)
C (-3.79118, 3.38593, -1.84186)
Sb (-1.63454, 1.10796, -0.95050)
C (-0.65503, 1.73423, -2.78588)
C (-0.21693, 3.19200, -2.66567)
C (-1.38856, 1.47329, -4.09319)
C (-2.95645, -0.43925, -1.73397)
C (-4.27961, 0.02443, -2.32206)
C (-3.15653, -1.49516, -0.64935)
H (-4.42339, 3.47570, 0.81459)
H (-3.27532, 2.26576, 1.40683)
H (-4.59286, 1.78741, 0.34059)
H (-2.23732, 3.59100, -0.40332)
H (-4.59568, 2.71151, -2.13458)
H (-3.17794, 3.57305, -2.72343)
H (-4.25842, 4.33814, -1.55660)
H (0.25025, 1.11982, -2.80598)
H (-1.07020, 3.87451, -2.72109)
H (0.47228, 3.44517, -3.47790)
H (0.30180, 3.38937, -1.72208)
H (-2.26628, 2.11482, -4.21508)
H (-1.71693, 0.43556, -4.17926)
H (-0.70714, 1.66331, -4.92916)
H (-2.35198, -0.88498, -2.52824)
H (-4.90692, 0.50924, -1.56917)
H (-4.84676, -0.83156, -2.70862)
H (-4.13657, 0.72745, -3.14389)
H (-3.69493, -1.08836, 0.21341)
H (-2.20416, -1.89268, -0.29699)
H (-3.73929, -2.33935, -1.03484)
C (5.64415, -2.63585, 1.21267)
S (4.11397, -2.13767, 2.03762)
C (3.71750, -3.61587, 2.87938)
C (3.10085, -4.67580, 2.30026)
S (2.57266, -4.87944, 0.67485)
S (2.83794, -6.01357, 3.40518)
C (3.54684, -5.34638, 4.82819)
S (3.62881, -6.15213, 6.27844)
S (4.13375, -3.76221, 4.57073)
H (5.94654, -1.80226, 0.58118)
H (5.43727, -3.49372, 0.57602)
H (6.41612, -2.85927, 1.94781)

Results
Energy above the lowest of the compared OMol25 structures with the same formula, charge and spin, kcal/mol: 0.0
Max |F|, eV Å⁻¹: 0.57
Total charge: -2
2S+1: 1
Electronic energy, eV: -174310.090

Here are the Mulliken charges for atoms 1 to 6, given in e: number 1, Sc, carries 0.4933; number 2, S, carries -0.5561; number 3, Sb, carries 0.1693; number 4, S, carries -0.3823; number 5, S, carries -0.2692; number 6, S, carries -0.7330